Entry 1:
{"formula": "C23H21F4", "method": "the ωB97M-V functional and the def2-TZVPD basis", "species": ["C", "H", "C", "C", "H", "H", "H", "C", "C", "C", "C", "H", "H", "H", "H", "C", "H", "C", "H", "C", "H", "C", "H", "C", "F", "C", "C", "H", "C", "H", "F", "H", "C", "C", "H", "C", "C", "C", "H", "C", "H", "F", "F", "C", "H", "C", "H", "H"], "coordinates": [[0.9280, 2.5494, 6.9137], [4.0613, 1.5433, 1.4783], [4.7294, 4.4322, -1.1083], [3.0041, -0.5379, -1.8176], [5.6543, 5.6989, -3.5026], [6.9021, 6.1013, 1.6941], [0.7044, 2.1371, -0.2252], [6.2669, 5.6148, 0.9381], [1.4587, 2.1468, 4.5781], [4.5779, 5.2500, 2.6836], [6.8417, 5.5976, -0.4548], [7.8006, 5.0375, -0.4565], [4.0941, 3.9768, -1.8675], [1.4052, -0.8526, -3.2546], [7.3423, 5.4393, -3.0072], [0.9671, 0.6799, -1.7925], [-1.1179, 2.1760, 7.5522], [1.8633, 2.5334, 5.8900], [5.2465, 4.7471, 3.4005], [1.3606, 1.3883, -0.6597], [6.2821, 4.0617, -3.3730], [2.3970, 2.1860, 3.4930], [3.4376, 2.3705, 3.7594], [3.4727, 0.1553, -0.7076], [1.3226, 2.9218, 8.1786], [4.1907, 4.3752, 0.2881], [-0.4075, 2.1787, 6.7323], [1.0074, 2.0250, 1.8721], [5.0706, 5.0976, 1.2766], [-0.2180, 1.3774, 3.4034], [-2.0664, 1.3474, 5.2472], [4.5510, 6.3052, 2.9870], [3.0354, 1.7633, 1.1502], [0.1147, 1.7261, 4.3819], [4.4538, -0.0692, -0.2945], [6.3208, 5.0556, -2.9121], [-0.7705, 1.7655, 5.4501], [2.6268, 1.1123, -0.0843], [3.1970, 4.8523, 0.3097], [1.7505, -0.3069, -2.3909], [7.1261, 6.6249, -0.7677], [-0.2649, 0.9500, -2.3356], [3.7761, -1.5428, -2.3545], [2.0711, 2.0013, 2.1566], [3.5753, 4.8274, 2.8003], [5.8969, 4.9961, -1.4721], [2.8935, 2.8331, 6.0816], [3.9049, 3.2877, 0.6281]], "total_charge": 1, "homo_lumo_gap_ev": 5.004, "e_above_lowest_kj_mol": 13.4, "homo_energy_ha": -0.41436, "lumo_ev": -6.27}

***

Entry 2:
{"formula": "C23H21N3O3S", "method": "the ωB97M-V functional and the def2-TZVPD basis", "species": ["H", "H", "H", "N", "C", "C", "C", "S", "H", "C", "H", "C", "H", "H", "C", "H", "H", "C", "H", "C", "C", "C", "H", "O", "C", "C", "O", "H", "H", "N", "C", "C", "C", "C", "H", "C", "H", "H", "H", "H", "C", "N", "H", "H", "C", "C", "C", "C", "C", "H", "O"], "coordinates": [[-4.6017, -1.6799, 2.1128], [-5.0135, -0.8678, -2.4472], [1.8925, 2.3188, -0.2791], [2.0141, 0.2833, 0.3418], [8.0108, -1.7568, -0.6633], [3.3894, 0.0582, 0.1673], [-2.7701, 3.7340, 1.2110], [-2.9006, -0.2307, 1.2530], [6.3567, 1.6868, 0.2289], [-3.7796, -1.8218, 1.4163], [-7.2615, -2.4442, -1.0837], [-0.9515, 2.4520, 0.2937], [7.6341, -2.1344, -1.6193], [-1.8166, 2.1085, 2.2218], [-6.2123, -2.2447, -1.3101], [-3.5191, 5.3214, -0.0160], [7.8023, -2.4875, 0.1246], [5.2134, -1.4354, -0.3217], [-6.5907, -1.2286, -3.1622], [-1.2337, -0.7929, 1.2297], [3.8604, -1.2104, -0.1442], [1.0939, -0.6099, 0.7970], [-3.4647, 3.9218, 2.0163], [7.4674, -0.4956, -0.3553], [-1.8513, 2.7075, 1.3245], [-0.1734, 0.0382, 0.8596], [-5.5990, -2.0032, -0.0417], [5.5443, -2.4332, -0.5612], [-1.9157, 4.8952, -1.8417], [1.3051, -1.8802, 1.1336], [0.0311, 1.3783, 0.4096], [-1.8984, 4.2818, -0.9525], [-2.7989, 4.5214, 0.0724], [1.3618, 1.4701, 0.1054], [9.0863, -1.6036, -0.7362], [4.2980, 1.1060, 0.3067], [-3.0285, -2.5280, 1.7761], [3.1626, -2.0263, -0.2348], [-0.2844, 3.0606, -1.6478], [-6.4779, -0.1542, -1.7578], [-4.2819, -2.2045, 0.0461], [-1.0109, -2.0509, 1.5707], [0.3521, -3.5537, 1.8174], [3.9555, 2.0928, 0.5767], [5.6443, 0.8843, 0.1226], [-0.9787, 3.2559, -0.8433], [-6.0646, -1.0420, -2.2304], [6.1211, -0.3888, -0.1963], [0.2262, -2.5217, 1.5204], [-5.7515, -3.1290, -1.7625], [-3.5925, -2.6168, -0.8476]], "total_charge": 0, "homo_lumo_gap_ev": 8.419, "e_above_lowest_kj_mol": 91.3, "smiles": "CCOC(=O)CSc1ncnc2c1c(-c1ccccc1)cn2-c1ccc(OC)cc1", "homo_energy_ha": -0.28753, "lumo_ev": 0.59}

***

Entry 3:
{"formula": "C23H21N3O5", "method": "the ωB97M-V functional and the def2-TZVPD basis", "species": ["C", "H", "H", "N", "H", "C", "H", "H", "C", "O", "H", "H", "N", "C", "C", "C", "C", "H", "H", "C", "H", "C", "O", "H", "H", "H", "C", "H", "C", "H", "C", "C", "H", "H", "H", "O", "C", "C", "C", "C", "H", "O", "N", "C", "H", "O", "C", "C", "H", "C", "C", "C"], "coordinates": [[2.2033, -1.3059, 1.4470], [-2.9828, 0.5066, -3.7984], [3.5051, 4.2834, 1.3013], [-2.1149, 0.8304, -1.3645], [4.0541, -1.8347, -1.2721], [-4.5396, -1.6153, 0.0287], [-0.9003, -3.0064, 3.9717], [5.1317, -2.1826, 0.0778], [-0.3811, -2.9317, 2.8458], [1.8789, -3.5010, 1.0668], [-0.5485, 2.9820, -0.9084], [5.1864, 0.8843, -0.7971], [-3.4343, 0.1425, -1.2410], [-3.1990, -0.6873, -0.4525], [4.6641, 1.3061, 0.0097], [-1.8649, 2.3367, -4.5384], [2.7300, 0.8113, 1.7720], [3.7147, -3.0946, 0.0648], [1.9038, 2.4978, 2.5157], [-1.5748, -2.7361, 1.7971], [-4.8434, -1.9685, -0.9163], [-1.7413, 1.8008, -2.2783], [0.6897, -2.1215, 2.7066], [-0.1199, -4.2004, 2.3332], [-0.4935, -1.0966, 1.3563], [-5.3666, 0.3060, -1.8968], [1.5796, -2.4454, 1.7222], [0.1778, 4.1133, -3.0490], [3.5741, 3.1095, 1.4950], [-2.1042, 2.2592, -5.7476], [2.5983, 2.4122, 1.9139], [-1.2676, 0.4284, -0.2236], [-4.0997, -2.3482, 0.6035], [-0.7285, 3.9980, -5.2706], [-4.3183, 1.6007, -2.4007], [-0.1132, 0.8428, -0.1726], [-0.4875, 3.5728, -2.9179], [-0.8994, 3.2952, -4.4630], [-4.5289, 0.9897, -1.4421], [-0.9672, 2.7190, -1.9965], [5.1549, 3.3524, -0.2402], [-2.6268, -3.2935, 1.6344], [-1.4628, -1.5950, 1.4017], [-2.3550, 1.3881, -3.6842], [-5.4110, -1.1406, 0.6037], [1.9464, -0.1242, 2.1374], [3.2904, -1.0137, 0.5474], [-2.0063, -0.8803, 0.3099], [-5.0041, 1.3019, -0.6444], [3.7358, 0.2301, 0.6999], [4.5905, 2.5667, 0.3615], [4.0524, -2.0019, -0.1543]], "total_charge": 0, "homo_lumo_gap_ev": 7.511, "e_above_lowest_kj_mol": 1848.3, "homo_energy_ha": -0.28805, "lumo_ev": -0.33}

***

Entry 4:
{"formula": "C23H21N3O8SSiSn", "method": "the ωB97M-V functional and the def2-TZVPD basis", "species": ["H", "Si", "O", "C", "C", "C", "S", "C", "H", "H", "C", "C", "H", "H", "H", "C", "H", "H", "C", "C", "O", "C", "N", "C", "C", "C", "C", "H", "O", "C", "O", "H", "H", "C", "H", "O", "H", "H", "H", "N", "H", "H", "H", "C", "H", "C", "H", "C", "C", "O", "H", "O", "C", "C", "C", "O", "Sn", "N"], "coordinates": [[3.0721, 4.9824, -1.5535], [-3.0765, 0.5630, -0.9994], [2.8928, 4.8239, -0.6210], [2.1712, 3.6687, -0.5190], [-4.7095, 0.9753, -0.1493], [2.4416, -6.5920, 0.8783], [4.3527, -3.6266, -0.7524], [5.1591, -6.2164, 0.2409], [-5.2879, -3.7333, 0.6825], [-1.4294, 2.1838, -1.9658], [1.7691, 2.9587, -1.6417], [1.8367, 3.2151, 0.7485], [1.3903, -6.7028, 1.1130], [-4.5132, 1.4850, 0.7973], [6.2014, -6.0611, -0.0064], [-3.4615, -0.1371, -2.7010], [5.4365, -8.1835, 1.0549], [-4.3603, -4.3263, 2.9157], [-2.8120, -2.8320, 2.7909], [1.1208, 2.0392, 0.8493], [4.7543, -3.7890, -2.1342], [-4.4346, -3.1953, 1.0822], [-2.1299, -0.4494, 0.0325], [4.2105, -5.2451, -0.0167], [-2.2599, 2.2272, -1.2651], [-2.2386, -1.8121, 2.0460], [-3.8542, -2.1932, 0.3217], [-3.7830, 0.6709, -3.3665], [0.6863, 1.3870, -3.7458], [2.0567, -4.1929, -0.0881], [0.8475, -4.1934, 0.0873], [-4.2519, -0.8912, -2.6843], [-2.3821, -3.0712, 3.7569], [-3.9180, -3.5310, 2.3281], [3.0662, -8.5129, 1.6112], [0.1532, 0.3113, 2.1005], [-5.2924, 1.6493, -0.7857], [-3.0115, 2.9086, -1.6765], [2.1227, 3.7387, 1.6486], [2.8244, -3.2071, -0.5951], [-4.2501, -1.9910, -0.6650], [-1.9060, 2.6446, -0.3197], [-1.4120, -1.2474, 2.4605], [1.0477, 1.7984, -1.4472], [1.9834, 3.2721, -2.6559], [4.7241, -7.3971, 0.8331], [-2.5635, -0.5839, -3.1315], [2.8822, -5.4196, 0.2922], [0.5125, 0.9640, -2.6053], [0.9718, 2.1023, 3.2027], [-5.3173, 0.0967, 0.0644], [-0.1067, -0.0810, -2.2329], [3.3778, -7.5835, 1.1485], [-2.7419, -1.4623, 0.7816], [0.7141, 1.4363, 2.1986], [5.2430, -2.8247, 0.0592], [0.0117, -0.8589, -0.0639], [0.7445, 1.3563, -0.2325]], "total_charge": -2, "homo_lumo_gap_ev": 6.700, "e_above_lowest_kj_mol": 0.0, "homo_energy_ha": -0.09488, "lumo_ev": 4.12}